A single C3H4N2 molecule at a distorted geometry, computed with ωB97M-V/def2-TZVPD.

Calculated values
Relative energy (zero: lowest compared OMol25 entry of this formula, charge and spin) ... 94.8 kcal per mole
SMILES ... C#C/C=N/N
Energy ... -6151.791 eV

Each line ends with the Mulliken charge.
Atoms and positions in Å:
C: 2.339 -1.228 -0.623  -0.165
C: 1.124 -0.964 -0.668  -0.173
C: -0.103 -0.168 -0.411  -0.060
N: -0.135 0.783 0.431  -0.193
N: -1.404 1.395 0.694  -0.443
H: 3.224 -1.880 -0.709  0.335
H: -1.130 -0.496 -0.736  0.255
H: -1.685 1.634 1.586  0.233
H: -2.231 0.923 0.436  0.212